51
Properties=species:S:1:pos:R:3:nbo_charge:R:1 method="wB97M-V/def2-TZVPD" homo_ev=-9.15 e_above_lowest_kcal_mol=17.9 fmax_ev_per_a=1.05 smiles="CCOC(=O)N1CCN(S(=O)(=O)c2ccc(OCC(=O)OC)c(C)c2)CC1" e_lumo_ev=0.5 charge=0
C 7.125 1.878 0.448 -0.636
C 6.553 0.882 -0.550 -0.067
H 7.250 0.062 -0.734 0.187
H 6.314 1.388 -1.491 0.201
O 5.374 0.252 -0.050 -0.528
C 4.231 0.960 -0.175 0.896
O 4.155 2.034 -0.724 -0.662
N 3.181 0.347 0.429 -0.451
C 3.208 -1.015 0.916 -0.220
H 2.716 -1.036 1.894 0.197
C 2.446 -1.920 -0.053 -0.249
N 1.096 -1.410 -0.203 -0.672
S 0.076 -2.456 -1.054 2.319
O 0.237 -2.280 -2.471 -0.943
O 0.278 -3.764 -0.506 -0.937
C -1.513 -1.825 -0.549 -0.367
C -2.372 -1.269 -1.471 -0.161
C -3.591 -0.763 -1.049 -0.329
C -3.936 -0.816 0.297 0.408
C -3.057 -1.389 1.236 -0.070
C -1.847 -1.889 0.792 -0.159
H -1.147 -2.341 1.476 0.235
C -3.457 -1.436 2.676 -0.628
H -2.664 -1.864 3.282 0.217
H -4.359 -2.035 2.792 0.227
H -3.687 -0.434 3.031 0.227
O -5.105 -0.348 0.814 -0.493
C -6.019 0.289 -0.039 -0.172
C -5.500 1.582 -0.668 0.765
O -6.002 2.097 -1.630 -0.587
O -4.454 2.063 -0.006 -0.502
C -3.882 3.267 -0.502 -0.264
H -3.257 3.660 0.295 0.200
H -3.279 3.055 -1.387 0.193
H -4.667 3.977 -0.768 0.204
H -6.875 0.547 0.593 0.231
H -6.371 -0.373 -0.841 0.209
H -4.258 -0.329 -1.778 0.226
H -2.080 -1.240 -2.509 0.247
C 1.084 -0.067 -0.744 -0.249
H 1.546 -0.045 -1.742 0.200
C 1.846 0.857 0.209 -0.226
H 1.326 0.898 1.170 0.195
H 1.933 1.859 -0.213 0.251
H 0.043 0.248 -0.833 0.220
H 2.965 -1.944 -1.023 0.187
H 2.364 -2.937 0.331 0.241
H 4.241 -1.343 1.016 0.243
H 7.317 1.390 1.400 0.208
H 6.419 2.690 0.602 0.225
H 8.054 2.287 0.063 0.216